#one
Formula: C2H5N5O
Source: OMol25
Level of theory: wB97M-V/def2-TZVPD

Computed properties:
* HOMO-LUMO gap: 9.05 eV
* total charge: 0
* SMILES: Nc1n[nH]c(=O)n1N
* lowest unoccupied orbital energy: 0.020 Ha

The geometry in XYZ format:
```
13
C2H5N5O wB97M-V/def2-TZVPD
N 0.86 0.80 -2.01
C 0.03 0.40 -0.98
N -1.25 0.22 -1.06
N -1.58 -0.30 0.18
C -0.52 -0.46 1.03
O -0.49 -0.90 2.16
N 0.54 0.05 0.25
N 1.86 -0.03 0.63
H 0.32 0.96 -2.85
H 1.41 1.63 -1.78
H -2.52 -0.60 0.35
H 2.23 0.90 0.78
H 2.40 -0.50 -0.09
```

#two
Formula: C2H5N5O
Source: OMol25
Level of theory: wB97M-V/def2-TZVPD

Computed properties:
* HOMO-LUMO gap: 8.18 eV
* total charge: 0
* SMILES: N/N=c1/ncn(N)o1
* lowest unoccupied orbital energy: 0.018 Ha

The geometry in XYZ format:
```
13
C2H5N5O wB97M-V/def2-TZVPD
N -2.54 -0.76 0.05
N -2.16 0.65 -0.17
C -0.82 0.56 -0.42
N -0.14 1.82 -0.13
C 1.05 1.45 0.12
N 1.09 -0.03 0.10
N 2.24 -0.80 -0.14
O -0.13 -0.45 -0.37
H -3.45 -0.86 0.20
H -1.90 -0.94 0.95
H 1.98 2.06 0.19
H 2.28 -1.33 -1.12
H 2.51 -1.39 0.74
```

#three
Formula: C2H5N5O
Source: OMol25
Level of theory: wB97M-V/def2-TZVPD

Computed properties:
* HOMO-LUMO gap: 9.66 eV
* total charge: 0
* SMILES: Cn1nnc(=O)n1N
* lowest unoccupied orbital energy: -0.002 Ha

The geometry in XYZ format:
```
13
C2H5N5O wB97M-V/def2-TZVPD
C -1.88 -0.14 0.18
N -0.53 -0.50 -0.16
N -0.11 -1.75 -0.22
N 1.17 -1.82 -0.13
C 1.68 -0.57 0.17
O 2.89 -0.29 0.13
N 0.58 0.24 0.29
N 0.63 1.53 -0.29
H -2.58 -0.93 -0.24
H -2.05 -0.12 1.29
H -2.21 0.81 -0.19
H 1.21 2.04 0.38
H 1.20 1.50 -1.21
```

The structure with the least stability is #two.

#one
Formula: C27H25BrN4O2OsSTe
Source: OMol25
Level of theory: wB97M-V/def2-TZVPD

Computed properties:
* HOMO-LUMO gap (spin up / spin down): 5.27 / 5.36 eV
* 2S+1: 6
* <S²>: 8.8752
* total charge: +1
* lowest unoccupied orbital energy (spin up / spin down): -0.108 / -0.183 Ha

The geometry in XYZ format:
```
62
C27H25BrN4O2OsSTe wB97M-V/def2-TZVPD
Os 0.58 0.20 -0.78
Br -0.72 -7.08 -2.02
C -0.60 -5.28 -1.45
C -1.11 -4.93 -0.21
C -1.02 -3.61 0.21
C -0.43 -2.65 -0.60
O -0.43 -1.38 -0.13
C 0.12 -3.00 -1.87
C 0.80 -2.12 -2.76
N 1.09 -0.81 -2.51
C 1.78 -0.06 -3.43
C 2.24 -0.46 -4.67
C 2.95 0.42 -5.50
C 3.24 1.70 -5.12
C 2.79 2.16 -3.86
C 3.04 3.46 -3.37
C 2.59 3.83 -2.13
C 1.85 2.91 -1.37
N 1.59 1.69 -1.81
C 2.06 1.29 -3.03
C 0.00 -4.35 -2.27
H -1.57 -5.67 0.43
H -1.42 -3.31 1.16
H 1.14 -2.55 -3.69
H 2.05 -1.46 -5.03
H 3.29 0.06 -6.46
H 3.79 2.37 -5.76
H 3.60 4.16 -3.98
H 2.78 4.81 -1.73
H 1.47 3.18 -0.40
H 0.39 -4.66 -3.23
N 3.03 -2.50 -0.41
C 3.25 -1.42 0.34
N 4.38 -1.35 1.07
O 2.42 -0.48 0.41
H 3.66 -3.28 -0.41
H 2.17 -2.60 -0.94
H 5.10 -2.05 1.01
H 4.55 -0.51 1.59
S -1.29 2.76 0.48
C -0.41 1.52 0.15
C -5.47 2.92 4.43
C -4.25 2.18 3.97
C -4.34 1.23 2.95
C -3.22 0.54 2.50
C -3.37 -0.49 1.42
C -1.99 0.81 3.11
Te -0.26 -0.13 2.44
C -1.87 1.76 4.14
C -0.55 2.08 4.78
C -3.01 2.42 4.55
H -6.36 2.59 3.90
H -5.35 3.99 4.28
H -5.64 2.76 5.50
H -5.30 1.03 2.50
H -4.34 -0.40 0.93
H -3.29 -1.50 1.81
H -2.60 -0.38 0.64
H -0.04 1.19 5.16
H -0.69 2.75 5.63
H 0.12 2.57 4.08
H -2.93 3.16 5.34
```

#two
Formula: C27H25BrN4O2OsSTe
Source: OMol25
Level of theory: wB97M-V/def2-TZVPD

Computed properties:
* HOMO-LUMO gap (spin up / spin down): 5.31 / 5.47 eV
* 2S+1: 6
* <S²>: 8.8724
* total charge: +1
* lowest unoccupied orbital energy (spin up / spin down): -0.108 / -0.180 Ha

The geometry in XYZ format:
```
62
C27H25BrN4O2OsSTe wB97M-V/def2-TZVPD
Os -0.66 0.81 -0.05
Br 6.04 4.13 0.10
C 4.53 3.00 0.13
C 4.66 1.69 0.58
C 3.54 0.88 0.58
C 2.30 1.34 0.17
O 1.27 0.46 0.18
C 2.15 2.68 -0.27
C 0.93 3.29 -0.66
N -0.32 2.73 -0.65
C -1.43 3.47 -0.99
C -1.48 4.79 -1.39
C -2.71 5.39 -1.71
C -3.90 4.70 -1.65
C -3.88 3.35 -1.25
C -5.04 2.54 -1.15
C -4.93 1.23 -0.77
C -3.68 0.70 -0.48
N -2.57 1.43 -0.55
C -2.65 2.74 -0.92
C 3.31 3.49 -0.28
H 5.62 1.31 0.90
H 3.60 -0.15 0.91
H 1.00 4.33 -0.95
H -0.59 5.39 -1.47
H -2.72 6.43 -2.02
H -4.84 5.17 -1.90
H -6.00 2.98 -1.40
H -5.80 0.59 -0.70
H -3.57 -0.34 -0.20
H 3.23 4.51 -0.62
N 0.36 3.08 2.60
C -0.44 2.07 2.95
N -0.87 2.04 4.23
O -0.80 1.14 2.18
H 0.69 3.75 3.27
H 0.75 3.12 1.67
H -0.68 2.78 4.88
H -1.51 1.31 4.50
S -1.70 -2.28 -1.12
C -1.07 -1.09 -0.32
C 1.27 -7.29 -1.84
C 1.11 -6.02 -1.06
C 1.72 -4.84 -1.47
C 1.59 -3.65 -0.76
C 2.30 -2.41 -1.22
C 0.80 -3.68 0.40
Te 0.48 -1.93 1.48
C 0.17 -4.84 0.84
C -0.71 -4.85 2.07
C 0.34 -6.00 0.10
H 1.92 -7.15 -2.70
H 0.30 -7.64 -2.20
H 1.69 -8.07 -1.21
H 2.33 -4.84 -2.37
H 2.65 -2.53 -2.25
H 3.17 -2.22 -0.59
H 1.67 -1.52 -1.17
H -0.20 -4.42 2.93
H -0.99 -5.87 2.33
H -1.63 -4.29 1.90
H -0.15 -6.91 0.42
```

The structure with the least stability is #two.

#one
Formula: C5H10S3
Source: OMol25
Level of theory: wB97M-V/def2-TZVPD

Computed properties:
* HOMO-LUMO gap: 7.88 eV
* total charge: 0
* lowest unoccupied orbital energy: 0.001 Ha

The geometry in XYZ format:
```
18
C5H10S3 wB97M-V/def2-TZVPD
C 2.04 0.08 0.22
C -0.62 1.01 -1.24
C -0.38 -0.11 1.80
C -0.62 -0.39 -0.75
C 0.12 -0.70 0.48
S 2.69 1.19 1.28
S 2.63 -0.63 -1.20
S 0.75 -2.37 0.74
H -0.84 1.79 -0.60
H 0.37 1.27 -1.61
H -1.38 1.10 -2.15
H -0.33 -0.70 2.65
H -1.42 0.27 1.62
H 0.35 0.65 2.11
H -0.20 -0.93 -1.63
H -1.61 -0.74 -0.47
H 3.88 -0.28 -1.22
H 0.57 -2.72 -0.61
```

#two
Formula: C5H10S3
Source: OMol25
Level of theory: wB97M-V/def2-TZVPD

Computed properties:
* HOMO-LUMO gap: 8.29 eV
* total charge: 0
* SMILES: CSC(SC)C(C)=S
* lowest unoccupied orbital energy: -0.014 Ha

The geometry in XYZ format:
```
18
C5H10S3 wB97M-V/def2-TZVPD
C 2.59 0.77 1.21
S 0.86 0.46 1.80
C -0.07 0.45 0.19
S -1.78 -0.01 0.84
C -2.89 0.55 -0.47
C 0.31 -0.56 -0.91
C 0.68 -1.93 -0.49
S 0.58 -0.12 -2.46
H 2.86 0.08 0.41
H 2.65 1.79 0.83
H 3.27 0.57 2.01
H -0.05 1.48 -0.27
H -3.08 1.63 -0.40
H -2.50 0.33 -1.46
H -3.85 -0.03 -0.24
H 1.60 -1.83 0.03
H 0.82 -2.62 -1.33
H -0.01 -2.33 0.25
```

#three
Formula: C5H10S3
Source: OMol25
Level of theory: wB97M-V/def2-TZVPD

Computed properties:
* HOMO-LUMO gap (spin up / spin down): 8.36 / 6.25 eV
* total charge: 0
* lowest unoccupied orbital energy (spin up / spin down): 0.017 / -0.031 Ha

The geometry in XYZ format:
```
18
C5H10S3 wB97M-V/def2-TZVPD
C -0.51 1.84 -0.61
C -0.72 0.65 -0.26
C -2.67 -0.51 0.52
C -1.18 -0.64 0.17
C 2.04 -0.30 0.10
S 2.75 0.01 1.69
S 2.72 0.85 -1.23
S 2.43 -1.97 -0.67
H 0.47 2.26 -0.98
H -1.30 2.62 -0.96
H -3.06 -1.43 0.90
H -3.27 -0.08 -0.40
H -2.79 0.28 1.37
H -0.98 -1.34 -0.69
H -0.71 -0.94 1.04
H 2.10 1.09 1.90
H 1.89 0.49 -2.16
H 2.78 -2.89 0.26
```

The structure with the least stability is #three.

#one
Formula: C4H7N3S
Source: OMol25
Level of theory: wB97M-V/def2-TZVPD

Computed properties:
* HOMO-LUMO gap: 7.61 eV
* total charge: 0
* SMILES: C/C(C=S)=N/N=C\N
* lowest unoccupied orbital energy: -0.029 Ha

The geometry in XYZ format:
```
15
C4H7N3S wB97M-V/def2-TZVPD
C 1.62 1.58 -0.02
C 1.02 0.20 -0.04
C 1.91 -0.98 -0.01
S 3.53 -0.93 0.06
N -0.26 0.10 -0.07
N -0.78 -1.19 -0.10
C -2.07 -1.15 -0.01
N -2.85 -0.08 0.15
H 2.30 1.74 -0.88
H 0.81 2.32 -0.05
H 2.22 1.75 0.89
H 1.40 -1.92 -0.05
H -2.57 -2.13 -0.04
H -3.85 -0.14 0.05
H -2.42 0.83 0.11
```

#two
Formula: C4H7N3S
Source: OMol25
Level of theory: wB97M-V/def2-TZVPD

Computed properties:
* HOMO-LUMO gap: 8.18 eV
* total charge: 0
* lowest unoccupied orbital energy: 0.029 Ha

The geometry in XYZ format:
```
15
C4H7N3S wB97M-V/def2-TZVPD
C 0.64 -0.21 1.34
C -0.62 -0.86 -0.46
C 0.56 -0.78 2.66
C -0.83 0.78 -2.26
N 1.17 0.74 0.74
N 0.79 1.06 -0.50
N -0.17 0.14 -1.15
S -1.64 -2.08 -0.60
H 1.42 -0.52 3.28
H 0.47 -1.87 2.58
H -0.36 -0.43 3.13
H -0.82 0.12 -3.13
H -1.87 0.99 -2.01
H -0.32 1.71 -2.49
H 1.58 1.21 -1.12
```

The structure with the least stability is #two.

#one
Formula: C6H14
Source: OMol25
Level of theory: wB97M-V/def2-TZVPD

Computed properties:
* HOMO-LUMO gap: 10.38 eV
* total charge: 0
* SMILES: C=C(C)C(C)C.[H][H]
* lowest unoccupied orbital energy: 0.042 Ha

The geometry in XYZ format:
```
20
C6H14 wB97M-V/def2-TZVPD
C 1.86 0.59 0.45
C 0.68 0.28 -0.10
C 0.21 0.93 -1.38
C -0.17 -0.82 0.50
C -1.63 -0.43 0.79
C -0.13 -2.04 -0.44
H 2.18 0.14 1.39
H 2.55 1.29 -0.02
H 0.22 0.21 -2.21
H 0.85 1.77 -1.65
H -0.81 1.31 -1.28
H 0.29 -1.11 1.45
H -2.17 -0.19 -0.13
H -1.69 0.44 1.46
H -2.15 -1.26 1.27
H 0.91 -2.31 -0.65
H -0.63 -2.90 0.01
H -0.62 -1.82 -1.39
H 0.29 3.28 0.90
H -0.04 2.63 1.04
```

#two
Formula: C6H14
Source: OMol25
Level of theory: wB97M-V/def2-TZVPD

Computed properties:
* HOMO-LUMO gap: 12.16 eV
* total charge: 0
* SMILES: CCC(C)CC
* lowest unoccupied orbital energy: 0.045 Ha

The geometry in XYZ format:
```
20
C6H14 wB97M-V/def2-TZVPD
C -0.14 1.03 -2.39
C 0.02 1.17 -0.88
C -0.22 -0.09 -0.03
C 0.62 -1.30 -0.48
C 0.04 0.26 1.44
C -0.41 -0.80 2.45
H -1.15 0.69 -2.66
H 0.02 2.00 -2.86
H 0.58 0.32 -2.82
H 1.03 1.55 -0.65
H -0.67 1.96 -0.54
H -1.28 -0.38 -0.13
H 0.40 -2.19 0.11
H 0.42 -1.56 -1.53
H 1.70 -1.10 -0.38
H -0.48 1.20 1.66
H 1.11 0.46 1.57
H 0.15 -1.74 2.34
H -0.27 -0.46 3.48
H -1.48 -1.03 2.31
```

The structure with the least stability is #one.

#one
Formula: C4H5N2O3
Source: OMol25
Level of theory: wB97M-V/def2-TZVPD

Computed properties:
* HOMO-LUMO gap: 7.58 eV
* total charge: -1
* SMILES: CO[C@@H]1C=[N+]([O-])N=C1[O-]
* lowest unoccupied orbital energy: 0.139 Ha

The geometry in XYZ format:
```
14
C4H5N2O3 wB97M-V/def2-TZVPD
C -0.35 -0.32 1.32
O -0.34 0.86 0.53
C 0.77 0.97 -0.46
C 0.63 0.36 -1.84
N 1.76 -0.19 -2.24
O 1.95 -0.74 -3.36
N 2.82 0.06 -1.40
C 2.37 0.63 -0.30
O 2.88 0.86 0.76
H -0.62 -1.27 0.67
H -1.23 -0.37 2.10
H 0.70 -0.47 1.77
H 0.76 2.00 -0.71
H -0.23 0.30 -2.43
```

#two
Formula: C4H5N2O3
Source: OMol25
Level of theory: wB97M-V/def2-TZVPD

Computed properties:
* HOMO-LUMO gap: 7.93 eV
* total charge: -1
* lowest unoccupied orbital energy: 0.145 Ha

The geometry in XYZ format:
```
14
C4H5N2O3 wB97M-V/def2-TZVPD
C -2.05 -1.20 -0.19
C -0.83 1.17 -1.89
C -0.36 0.07 -0.83
C 1.12 0.13 -0.53
N -0.96 -1.13 -0.78
N -1.53 0.90 0.54
O -2.02 1.12 -2.26
O 0.10 1.96 -2.08
O -2.36 -0.23 0.71
H -2.75 -1.98 -0.36
H 1.45 1.10 -0.27
H 1.55 -0.13 -1.59
H 1.33 -0.73 0.10
H -1.01 1.17 1.37
```

#three
Formula: C4H5N2O3
Source: OMol25
Level of theory: wB97M-V/def2-TZVPD

Computed properties:
* HOMO-LUMO gap (spin up / spin down): 7.93 / 7.93 eV
* total charge: -1
* lowest unoccupied orbital energy (spin up / spin down): 0.142 / 0.142 Ha

The geometry in XYZ format:
```
14
C4H5N2O3 wB97M-V/def2-TZVPD
C 0.55 -1.71 -0.76
C -1.81 0.40 0.14
C -0.22 0.28 -0.14
C 0.54 1.58 -0.14
N 0.17 -0.56 -1.07
N 0.38 -1.18 1.48
O -2.42 -0.61 -0.22
O -2.14 1.47 0.63
O 0.65 -2.15 0.48
H 0.85 -2.43 -1.61
H 1.20 1.58 -1.03
H 1.15 1.49 0.71
H -0.11 2.43 -0.07
H 1.18 -0.61 1.60
```

The structure with the least stability is #one.

#one
Formula: C2H7PS2
Source: OMol25
Level of theory: wB97M-V/def2-TZVPD

Computed properties:
* HOMO-LUMO gap (spin up / spin down): 6.15 / 6.78 eV
* total charge: 0
* lowest unoccupied orbital energy (spin up / spin down): -0.054 / -0.038 Ha

The geometry in XYZ format:
```
12
C2H7PS2 wB97M-V/def2-TZVPD
C -0.35 -0.86 -0.03
C 1.00 -0.45 0.50
P -1.43 0.59 -0.52
S 2.40 -0.87 -0.40
S 0.75 2.31 0.11
H -0.18 -1.46 -0.86
H -0.75 -1.43 0.84
H 1.06 0.12 1.53
H -2.54 -0.13 -1.19
H -0.75 0.81 -1.77
H 3.37 -0.04 0.12
H 1.29 2.30 1.33
```

#two
Formula: C2H7PS2
Source: OMol25
Level of theory: wB97M-V/def2-TZVPD

Computed properties:
* HOMO-LUMO gap: 8.79 eV
* total charge: 0
* SMILES: CCSPS
* lowest unoccupied orbital energy: 0.019 Ha

The geometry in XYZ format:
```
12
C2H7PS2 wB97M-V/def2-TZVPD
C 0.49 -1.20 -1.18
C 0.52 -1.10 0.36
S 0.35 0.48 1.12
P -1.29 1.37 0.17
S -1.33 3.07 1.51
H 1.26 -0.55 -1.59
H 0.67 -2.15 -1.62
H -0.40 -0.80 -1.49
H 1.45 -1.34 0.83
H -0.22 -1.91 0.69
H -0.83 1.80 -1.17
H -0.65 2.32 2.36
```

The structure with the least stability is #one.

#one
Formula: C3H12NO2S
Source: OMol25
Level of theory: wB97M-V/def2-TZVPD

Computed properties:
* HOMO-LUMO gap: 7.00 eV
* total charge: -1
* lowest unoccupied orbital energy: 0.142 Ha

The geometry in XYZ format:
```
19
C3H12NO2S wB97M-V/def2-TZVPD
C -1.79 1.56 -0.48
C -0.98 0.30 -0.82
C 0.46 0.68 -1.19
S 1.54 1.03 0.29
N -1.16 -0.71 0.23
H -2.69 1.30 0.08
H -2.18 2.09 -1.35
H -1.19 2.24 0.13
H -1.44 -0.11 -1.73
H 0.92 -0.05 -1.85
H 0.44 1.64 -1.72
H -1.06 -1.64 -0.17
H -0.35 -0.65 0.85
H 0.76 -0.57 2.89
H 2.04 0.19 2.90
O 1.64 -0.59 3.30
H 2.35 -2.58 -0.33
H 1.22 -1.63 -0.34
O 1.46 -2.51 -0.69
```

#two
Formula: C3H12NO2S
Source: OMol25
Level of theory: wB97M-V/def2-TZVPD

Computed properties:
* HOMO-LUMO gap: 5.59 eV
* total charge: -1
* lowest unoccupied orbital energy: 0.111 Ha

The geometry in XYZ format:
```
19
C3H12NO2S wB97M-V/def2-TZVPD
C -2.35 1.29 0.50
C -1.19 0.40 -0.02
C -0.91 0.48 -1.55
S -0.10 2.05 -1.92
N -0.07 0.38 0.96
H -2.21 1.74 1.51
H -3.37 0.71 0.55
H -2.49 2.09 -0.20
H -1.70 -0.67 0.07
H -0.29 -0.43 -1.75
H -1.84 0.43 -2.14
H 0.69 -0.27 0.94
H 0.20 1.28 1.18
H 2.07 -0.04 -1.09
H 2.01 -0.55 -2.54
O 2.38 -0.65 -1.71
H 3.18 -2.46 3.09
H 3.25 -2.72 1.65
O 2.74 -3.04 2.47
```

The structure with the least stability is #two.